(1)
C34H87N5O12 | ωB97M-V/def2-TZVPD

CARTESIAN COORDINATES (ANGSTROEM)
C 14.65263 -9.93602 -8.98012
O 13.93007 -9.83111 -7.73775
C 12.78111 -8.91288 -7.77610
C 11.58615 -9.54491 -8.63307
N 11.49411 -10.91233 -8.07845
C 11.14687 -11.97550 -9.06196
C 9.95259 -11.85732 -9.90787
O 10.19590 -10.82740 -10.91157
C 9.13487 -10.50887 -11.77681
H 14.16562 -10.74884 -9.51887
H 15.72664 -10.06488 -8.84592
H 14.54536 -8.99740 -9.52381
H 13.09430 -7.99199 -8.26800
H 12.44303 -8.58250 -6.79393
H 11.93011 -9.55155 -9.66736
H 10.64551 -9.02822 -8.44246
H 12.39688 -11.01413 -7.63716
H 10.91462 -12.78892 -8.37456
H 11.99777 -12.41057 -9.58616
H 9.08738 -11.61331 -9.29146
H 9.68615 -12.81036 -10.36485
H 8.16914 -10.53928 -11.27229
H 9.14522 -11.09465 -12.69597
H 9.27924 -9.49731 -12.15628
C 13.89305 -3.19987 -3.16592
O 15.22479 -3.68074 -3.15722
C 15.65401 -4.15541 -4.45944
C 14.80635 -5.25000 -5.12421
N 13.64467 -4.77554 -5.95195
C 12.70762 -5.90016 -6.23915
C 11.64813 -5.60027 -7.25151
O 10.86288 -4.46425 -6.93839
C 10.44670 -3.76704 -8.12217
H 13.24227 -4.02545 -2.87782
H 13.69723 -2.68689 -4.10751
H 13.78576 -2.46978 -2.36370
H 16.66407 -4.56178 -4.40707
H 15.63072 -3.34406 -5.18695
H 14.57924 -6.06844 -4.44107
H 15.52576 -5.67375 -5.82490
H 12.96391 -4.15461 -5.53829
H 12.31674 -6.34674 -5.32488
H 13.35937 -6.69585 -6.59999
H 10.92085 -6.38042 -7.47630
H 12.12859 -5.52320 -8.22686
H 11.20621 -2.99256 -8.22905
H 9.49319 -3.25173 -8.00656
H 10.43968 -4.37763 -9.02507
C 20.19908 -16.28121 -8.38940
O 19.28524 -15.30531 -8.23313
C 19.29131 -14.68221 -6.98413
C 20.27006 -13.49844 -6.77396
N 20.23699 -12.43926 -7.78815
C 18.92032 -11.82615 -7.96902
C 18.91446 -10.66516 -8.94199
O 18.76679 -11.22287 -10.24711
C 18.61584 -10.34572 -11.37889
H 19.92219 -16.80654 -9.30343
H 20.14441 -16.99171 -7.56460
H 21.20327 -15.85853 -8.35699
H 19.56478 -15.42128 -6.23107
H 18.23111 -14.46168 -6.85986
H 21.25729 -13.95890 -6.73575
H 20.02753 -13.08595 -5.79461
H 20.27038 -12.86562 -8.70314
H 18.62425 -11.41028 -7.00595
H 18.14820 -12.54300 -8.24838
H 19.78053 -10.01422 -8.82247
H 18.11163 -9.99114 -8.64323
H 17.71239 -9.73860 -11.43616
H 18.55390 -10.91528 -12.30618
H 19.47642 -9.69429 -11.53100
C 20.77946 -7.23909 -9.20737
O 21.38916 -6.04325 -9.73977
C 22.16274 -6.16077 -10.97687
C 23.49695 -6.88827 -10.88225
N 24.54388 -6.00614 -10.35035
C 25.72495 -6.91842 -10.26266
C 26.96728 -6.36010 -9.59393
O 26.79123 -6.16310 -8.19077
C 27.71000 -5.18296 -7.67729
H 19.79275 -6.87111 -8.92612
H 21.31213 -7.69299 -8.37170
H 20.54016 -8.04918 -9.89626
H 22.38347 -5.19873 -11.43932
H 21.71045 -6.83776 -11.70159
H 23.68361 -7.36552 -11.84427
H 23.34107 -7.67819 -10.14753
H 24.41804 -5.57543 -9.44550
H 26.11525 -7.18318 -11.24534
H 25.51183 -7.83946 -9.72011
H 27.33577 -5.43884 -10.04515
H 27.74556 -7.08728 -9.82541
H 28.74404 -5.51830 -7.59733
H 27.33357 -4.92251 -6.68806
H 27.74480 -4.23170 -8.20833
C 20.66033 -4.79000 -4.32745
O 20.09567 -4.05641 -5.40917
C 19.58664 -4.82132 -6.43616
C 19.24897 -3.91112 -7.69169
N 18.03480 -3.08933 -7.61947
C 18.11820 -2.28471 -6.42554
C 16.89062 -1.36323 -6.14583
O 17.22861 -0.02375 -6.55993
C 17.06700 0.09010 -7.97748
H 20.85672 -4.00232 -3.60006
H 21.54528 -5.39963 -4.51002
H 19.95858 -5.46942 -3.84368
H 18.68535 -5.33960 -6.10880
H 20.32504 -5.55328 -6.76343
H 19.13549 -4.70277 -8.43230
H 19.99622 -3.24187 -8.11810
H 17.30684 -3.78946 -7.61896
H 19.02858 -1.70270 -6.56894
H 18.20482 -2.82228 -5.48129
H 16.73274 -1.30480 -5.06891
H 15.96003 -1.72663 -6.58176
H 18.01720 -0.16490 -8.44672
H 16.88442 1.15424 -8.12707
H 16.15852 -0.38311 -8.35008
C 16.60458 -7.32801 -10.21946
C 16.57389 -6.07727 -9.40991
O 15.36164 -6.07353 -8.80355
H 16.73052 -8.22479 -9.61280
H 17.51213 -7.17775 -10.80417
H 15.87455 -7.40769 -11.02494
H 16.87371 -5.19381 -9.97355
H 17.24483 -6.13959 -8.55314
H 15.17100 -5.15970 -8.57959
C 13.42876 -3.54296 -10.76825
C 14.33911 -2.69000 -9.88143
O 14.57390 -3.37050 -8.61425
H 13.27620 -3.33757 -11.82779
H 12.50421 -3.89333 -10.30939
H 13.85974 -4.54313 -10.81318
H 14.03420 -1.65303 -9.74065
H 15.28276 -2.67561 -10.42680
H 13.74318 -3.73682 -8.30227

Cartesian forces, eV/Å:
C -1.42 0.52 0.31
O -0.38 1.24 0.70
C -0.24 -0.22 -1.90
C 1.96 -0.59 1.85
N -1.15 0.93 -1.52
C 1.37 -1.23 2.57
C -0.72 1.51 -1.17
O -0.01 -0.61 0.67
C 0.08 0.29 -0.22
H 0.52 -0.07 -0.44
H -0.20 -0.47 0.47
H -0.15 -0.03 -0.24
H 0.22 0.08 -0.22
H 0.33 -0.92 0.31
H -0.49 0.22 -0.20
H 0.15 0.34 -0.46
H -0.01 -1.17 -0.19
H -0.26 -0.47 -0.06
H 0.30 0.57 -0.61
H -0.20 0.48 0.06
H 0.36 -0.17 -0.27
H -0.14 -0.18 -0.05
H -0.21 -0.63 0.15
H 0.12 0.24 0.35
C 0.41 0.06 0.71
O 1.18 -0.44 -1.33
C -1.50 -0.09 0.56
C -0.39 0.65 -0.44
N -0.85 -0.82 -0.19
C 1.51 -1.04 0.43
C -0.51 0.05 -0.94
O -0.21 0.22 -0.25
C 0.86 0.58 0.61
H -0.49 0.04 -0.68
H -0.50 -0.20 -0.07
H 0.23 0.09 0.00
H 0.07 0.23 0.61
H 0.14 0.41 0.03
H -0.34 0.08 0.31
H -0.19 -0.31 -0.44
H 0.83 0.78 0.84
H -0.41 0.32 0.38
H -0.24 -0.06 -0.47
H 0.25 -0.82 0.67
H 0.42 0.67 -0.26
H -0.01 0.31 -0.58
H -0.06 -0.39 0.32
H -0.16 -0.25 0.14
C 1.14 -1.35 -0.04
O -1.49 1.94 -0.36
C -0.50 0.08 0.48
C -0.85 -0.62 -0.84
N -0.54 -0.07 -0.71
C 0.00 0.75 1.44
C -0.26 -0.16 -0.33
O -0.26 0.77 -0.76
C 0.35 -0.26 0.01
H 0.63 0.00 -0.11
H -0.01 -0.38 0.20
H 0.44 -0.30 -0.55
H -0.10 -0.19 0.34
H 0.10 0.60 0.49
H 0.23 0.44 -0.01
H 0.17 0.14 0.07
H 1.18 -0.65 -0.21
H -0.15 0.04 0.25
H -0.15 -0.03 -0.22
H 0.66 -0.34 -0.26
H -0.74 -0.06 -0.40
H -0.22 0.09 0.82
H 0.17 -0.64 0.35
H 0.20 0.19 0.36
C -0.39 0.86 -0.53
O 0.80 -0.46 -1.03
C 0.33 -1.46 -0.07
C -1.06 1.46 2.59
N 2.16 -1.79 -1.64
C 0.72 1.36 0.63
C 0.01 0.14 0.06
O 0.68 0.83 -0.53
C -0.63 -0.12 0.66
H -0.12 -0.26 0.62
H 0.18 0.29 0.09
H 0.49 0.17 -0.62
H -0.67 0.26 0.44
H -1.33 0.46 -0.03
H 0.71 0.46 0.01
H -0.09 -0.72 -0.09
H -0.74 -0.36 0.12
H -0.59 -0.06 -0.33
H -0.36 -0.29 0.00
H -0.37 0.30 -0.17
H 0.33 -0.28 0.44
H -0.02 -0.44 -0.04
H 0.18 -0.22 0.12
H -0.35 -0.10 -0.61
C -0.46 0.49 1.19
O 0.46 0.03 0.22
C 0.00 1.33 -0.55
C 0.72 -0.85 -1.64
N 1.15 -2.28 3.70
C -1.19 1.55 -1.78
C 0.79 1.67 0.48
O -1.05 -1.97 -0.30
C 0.00 1.48 0.73
H 0.41 -0.30 0.07
H 0.20 0.40 -0.71
H -0.49 -0.03 -0.22
H -0.35 -0.28 -0.13
H 0.01 -0.06 -0.42
H -0.39 0.35 -0.51
H 0.77 -0.32 0.77
H -1.53 0.56 -0.47
H 0.03 0.18 0.52
H 0.25 -0.94 -0.02
H 0.13 -0.01 -0.03
H 0.08 -0.09 -0.40
H -0.20 -0.37 -0.47
H 0.30 0.09 -0.23
H 0.31 -0.59 -0.01
C 2.22 0.22 -1.28
C 0.78 -1.09 0.46
O -2.72 0.98 0.79
H -0.34 0.14 -0.19
H 0.55 -0.69 -0.14
H -0.59 0.05 0.60
H -0.49 0.32 -0.35
H 1.30 -0.24 -0.17
H -0.61 0.40 0.28
C -0.10 -1.67 0.37
C -0.04 -0.94 -0.66
O 0.43 0.85 -0.85
H -0.02 0.87 0.28
H -0.56 1.03 0.12
H 0.84 -0.10 -0.06
H -0.31 -0.11 0.22
H 0.31 0.18 0.38
H -0.33 0.01 0.44

Output
- frontier orbital gap (alpha / beta) (eV) = 8.110 / 2.433
- expectation value of S² = 0.76
- LUMO energy (alpha / beta) (eV) = -1.9 / -7.5
- calculated total energy (Eh) = -2523.55921
- total charge = +1
- spin multiplicity = 2

***

(2)
C34H87O35S10V | ωB97M-V/def2-TZVPD

CARTESIAN COORDINATES (ANGSTROEM)
O 3.05323 1.73864 2.12652
V 1.85056 0.65688 1.85552
C 1.18223 0.15084 6.45994
C 1.46641 -0.58619 5.13986
C 0.69572 -1.92195 5.19638
O 1.42159 0.08257 3.97079
H 1.81458 1.03174 6.57063
H 1.43460 -0.44206 7.33908
H 0.15946 0.52237 6.52328
H 2.50295 -0.92315 5.15126
H 0.70922 -2.53241 4.29346
H -0.36501 -1.84679 5.43579
H 1.01662 -2.61955 5.96998
C 0.66355 0.09309 -0.50560
O -0.03118 0.12304 -1.53315
O 0.26500 -0.05846 0.66013
O 1.86850 0.42543 -0.37661
O 3.43806 -0.81227 1.53900
S 4.36979 -1.80420 0.92883
O 5.62371 -2.20525 1.61008
O 3.47863 -3.11633 0.52973
C 3.28975 -4.11485 1.54997
C 2.33267 -3.63790 2.66084
C 4.82424 -1.35014 -0.86036
H 4.21603 -4.56970 1.90102
H 2.76445 -4.91916 1.03496
H 1.51921 -3.08330 2.19307
H 2.75709 -2.99644 3.43318
H 1.99336 -4.47605 3.26951
H 3.89418 -0.95512 -1.26907
H 5.41997 -2.15229 -1.29599
H 5.50182 -0.50416 -0.74506
O -2.68051 4.56903 -1.64199
S -1.31919 4.67196 -2.12414
O -1.05920 4.94574 -3.54034
O -0.52232 5.86663 -1.28106
C -0.98768 7.24667 -1.21524
C -2.51141 7.58048 -1.03046
C -0.34148 3.23780 -1.62486
H -0.71335 7.77467 -2.12850
H -0.30141 7.65160 -0.47149
H -3.14203 7.12478 -1.79383
H -2.60919 8.66152 -1.13009
H -2.90508 7.26896 -0.06295
H 0.66602 3.55820 -1.35953
H -0.17251 2.45944 -2.36897
H -0.78274 2.75874 -0.75086
O 1.53416 0.32384 -6.76214
S 0.26152 -0.26863 -6.39439
O -1.00158 0.54549 -6.26418
O -0.07524 -1.47805 -7.49618
C -0.11408 -1.07270 -8.86748
C -0.60868 -2.24911 -9.72435
C 0.49724 -1.34225 -4.86987
H 0.90350 -0.79596 -9.14323
H -0.76215 -0.21026 -9.02343
H 0.13001 -3.05059 -9.71651
H -0.67134 -1.98897 -10.78100
H -1.55897 -2.67021 -9.39611
H -0.32239 -2.06069 -4.88238
H 0.42868 -0.58899 -4.08502
H 1.46948 -1.82767 -4.78493
O -2.12985 2.55529 2.76433
S -0.74335 3.02096 3.05335
O 0.41190 2.38562 2.37222
O -0.74731 4.62584 2.71636
C -1.93409 5.31121 3.05200
C -1.50955 6.62763 3.48823
C -0.49510 3.11513 4.91129
H -2.63182 4.80092 3.71599
H -2.59048 5.37485 2.18413
H -1.09674 7.27593 2.71530
H -0.72978 6.56975 4.24764
H -2.36743 7.09575 3.97094
H 0.58049 3.28994 4.93649
H -0.73414 2.11690 5.27803
H -1.17773 3.87733 5.28702
O -4.90070 -0.11608 2.32968
S -5.89891 -1.24168 2.11277
O -7.25652 -0.91305 1.71542
O -5.23510 -2.30500 1.00579
C -5.60431 -2.05150 -0.32937
C -4.64241 -2.90119 -1.17221
C -5.89035 -2.33674 3.58340
H -5.62478 -1.00778 -0.64297
H -6.60187 -2.48354 -0.40882
H -4.83823 -2.90856 -2.24445
H -4.55027 -3.89487 -0.73379
H -3.65012 -2.46161 -1.07109
H -4.83563 -2.58933 3.69227
H -6.50304 -3.21584 3.38365
H -6.40032 -1.70093 4.30713
O 1.74258 -5.65375 -1.67431
S 1.02370 -4.59332 -2.44075
O 1.28301 -4.35275 -3.85058
O -0.53095 -5.15671 -2.21538
C -1.61373 -4.44134 -2.95527
C -2.80719 -5.29448 -3.00720
C 0.99428 -2.93399 -1.62790
H -1.34868 -4.25243 -3.99554
H -1.98013 -3.54929 -2.44724
H -2.96731 -5.62549 -1.98108
H -2.50118 -6.13146 -3.63482
H -3.70750 -4.87074 -3.45215
H 0.89486 -3.06025 -0.54981
H 0.13873 -2.41758 -2.06317
H 1.93233 -2.44767 -1.89561
O -3.74379 2.35417 -2.72746
S -4.32760 1.43957 -1.80379
O -5.68214 1.55284 -1.36553
O -4.17145 -0.03806 -2.38341
C -2.90317 -0.34787 -3.00642
C -3.25040 -0.76752 -4.43553
C -3.23187 1.27776 -0.33737
H -2.29026 -1.08499 -2.48768
H -2.21706 0.49833 -3.04256
H -4.03627 -1.52191 -4.39791
H -2.45770 -1.25349 -5.00436
H -3.63792 0.14365 -4.89125
H -2.89019 2.23937 0.04558
H -2.37513 0.66486 -0.61744
H -3.96219 0.82773 0.33510
O 6.04180 3.82621 -2.77864
S 4.78178 4.19926 -2.23444
O 4.19645 5.52395 -2.28182
O 3.61291 3.22254 -2.92858
C 4.03817 1.87552 -3.18036
C 2.93054 1.16844 -3.93647
C 4.85463 3.50097 -0.50465
H 4.17980 1.43937 -2.19151
H 4.99288 1.76372 -3.69431
H 2.09336 1.13061 -3.23948
H 3.20451 0.12184 -4.06941
H 2.61686 1.53217 -4.91494
H 4.64177 2.43388 -0.44040
H 4.01935 3.93973 0.04117
H 5.80586 3.75724 -0.03818
O -2.12058 -3.76992 4.22216
S -1.84064 -3.63427 2.78518
O -0.72317 -4.32486 2.14905
O -3.18605 -4.09942 2.04247
C -3.39124 -5.49834 1.74943
C -4.84221 -5.90479 2.19640
C -1.86435 -1.86810 2.34339
H -2.61995 -6.12339 2.19947
H -3.10388 -5.61789 0.70481
H -5.24663 -6.81793 1.75966
H -5.58057 -5.11065 2.08569
H -4.73024 -5.98641 3.27756
H -2.87477 -1.51421 2.54811
H -1.60280 -1.67392 1.30321
H -1.14399 -1.35664 2.98183
O 5.83219 0.88334 1.29660
S 6.47427 1.64625 2.41738
O 7.04356 2.97847 2.23431
O 5.30600 1.64937 3.64063
C 5.31667 2.52153 4.72632
C 3.98154 2.49007 5.41627
C 7.71060 0.55040 3.28514
H 5.43018 3.54726 4.37547
H 6.11372 2.31800 5.44143
H 3.67570 1.48380 5.70258
H 3.28284 2.75571 4.62297
H 3.87868 3.16868 6.26304
H 8.48479 0.39902 2.53293
H 7.29824 -0.42978 3.52452
H 8.12423 0.94622 4.21267

Cartesian forces, eV/Å:
O -3.08 -1.88 -1.15
V 2.39 0.88 0.99
C 0.41 0.93 -0.38
C 1.22 -2.14 0.38
C -1.03 -0.59 -0.08
O -1.53 1.96 -2.90
H 0.07 0.20 -0.26
H -0.30 -0.39 -0.12
H -0.24 -0.29 0.05
H 0.76 -0.25 0.97
H 0.29 0.40 -0.29
H -0.33 0.57 -0.11
H 0.60 0.23 0.29
C -0.17 1.77 -1.22
O -0.09 -0.88 -0.66
O -4.41 -1.77 5.62
O 5.36 1.60 -1.43
O 2.03 -2.41 -0.74
S 0.42 0.34 -0.74
O -2.90 0.80 -0.79
O 1.25 1.12 0.54
C -1.34 -0.69 0.86
C 0.87 0.16 0.13
C -0.15 0.75 2.38
H 0.28 0.57 0.00
H 0.05 0.13 -0.34
H -0.19 -0.31 0.17
H 0.50 0.37 -0.39
H -0.40 -0.24 -0.51
H -0.02 -0.50 -0.43
H -0.78 -0.24 -0.02
H -0.06 0.11 0.25
O 1.34 0.37 -0.09
S 0.48 0.83 -1.53
O -0.61 -0.36 1.98
O -1.04 -1.01 -0.04
C -0.59 0.12 -0.79
C 0.99 -0.64 0.33
C 0.46 0.25 0.70
H 0.20 -0.38 -0.36
H -0.53 0.07 0.39
H 0.28 -0.08 -0.04
H 0.08 0.06 0.11
H 0.06 0.00 0.04
H -0.09 0.37 0.04
H -0.69 0.40 -0.46
H -0.15 0.24 -0.04
O -1.34 -0.18 0.20
S -2.02 -0.14 0.10
O 3.79 -2.09 -0.29
O 0.05 0.80 1.37
C -0.05 -0.25 -0.78
C 0.68 -0.15 0.22
C -0.43 1.24 -1.15
H -0.01 0.06 -0.21
H -0.08 0.08 0.30
H 0.01 -0.12 0.30
H -0.21 0.41 0.08
H -0.01 0.26 0.08
H 0.10 0.16 0.17
H -0.33 -0.13 0.31
H -0.10 0.09 -0.67
O 3.33 0.70 0.64
S -2.00 -1.07 -0.65
O -2.35 1.87 1.29
O 1.34 -2.67 -0.17
C -1.58 -0.45 -1.22
C 0.19 1.87 1.35
C 0.21 -0.84 -2.25
H 0.71 -0.32 0.70
H 0.31 0.04 -0.53
H -0.27 -0.17 -0.22
H 0.01 -0.17 0.16
H 0.01 0.44 -0.14
H -0.15 0.27 0.60
H 0.07 0.13 -0.03
H 0.36 0.01 -0.06
O -2.97 -3.43 -0.50
S 2.18 1.65 -0.40
O 1.32 -0.42 0.42
O -0.27 1.70 2.71
C -0.67 -1.34 -1.76
C 0.63 0.76 0.58
C -0.20 0.84 -1.66
H 0.17 0.01 0.34
H -0.28 0.34 -0.41
H -0.45 -0.10 0.17
H -0.32 -0.16 -0.26
H 0.17 0.09 0.04
H -0.18 0.06 0.65
H 0.11 0.12 -0.18
H 0.58 -0.16 0.38
O -1.11 2.96 -1.90
S -0.10 -2.08 1.76
O -0.27 -0.38 1.24
O 0.00 1.81 -1.33
C 0.42 0.77 -0.06
C 0.07 -2.07 0.14
C -0.02 -1.41 -0.42
H 0.72 0.39 0.25
H 1.05 0.48 0.21
H -0.56 -0.30 -0.12
H -0.48 -0.52 0.20
H 0.25 0.40 0.21
H -0.02 -0.03 -0.12
H 0.14 0.13 0.08
H -0.13 -0.03 0.03
O -0.46 -0.02 -0.53
S 2.02 0.36 1.39
O -0.15 -0.18 -0.27
O 0.23 -0.31 0.19
C 0.81 -0.21 -1.39
C -0.39 -0.16 0.64
C -1.30 0.15 -0.88
H -0.68 -0.31 0.59
H -0.41 0.35 0.12
H -0.32 0.08 0.07
H 0.25 0.59 0.09
H 0.13 -0.31 -0.55
H -0.32 0.04 -0.22
H -0.03 -0.13 0.14
H 0.65 -0.24 0.48
O 0.71 0.57 -0.86
S -2.44 -1.59 1.48
O 1.05 -1.44 0.04
O 1.64 1.56 0.31
C -0.13 -0.53 -0.08
C -0.33 -0.50 0.91
C -1.14 0.98 -0.51
H -0.18 -0.49 -0.05
H 0.04 0.72 -0.17
H -0.42 0.10 -0.21
H 0.27 -0.12 -0.08
H 0.35 0.43 0.24
H 0.39 -0.01 -0.54
H 0.13 0.29 0.05
H -0.07 0.00 -0.29
O 0.82 0.07 -1.97
S -0.03 0.25 0.55
O -1.10 0.62 1.00
O 0.03 0.19 0.16
C -0.27 -0.37 -0.56
C 1.31 0.77 0.44
C -0.21 -0.75 0.23
H -0.21 0.10 0.72
H -0.80 0.07 -0.37
H 0.39 -0.01 0.01
H 0.26 0.16 -0.57
H -0.30 -0.47 0.11
H 0.08 0.04 0.05
H 0.07 -0.35 0.03
H 0.06 -0.16 0.10
O 2.15 2.35 3.06
S -1.88 -1.51 0.66
O -0.85 -1.82 0.13
O 1.24 -1.12 -2.53
C 0.53 1.72 0.94
C -0.91 -0.73 -0.84
C -0.31 0.07 -1.02
H 0.41 0.10 -0.13
H 0.36 -0.27 -0.10
H 0.26 -0.03 0.17
H -0.41 0.17 0.19
H 0.32 0.04 -0.10
H 0.15 0.12 0.13
H -0.55 0.22 -0.35
H -0.22 0.62 -0.32

Output
- frontier orbital gap (alpha / beta) (eV) = 7.670 / 7.822
- expectation value of S² = 0.79
- LUMO energy (alpha / beta) (eV) = 1.8 / 1.8
- calculated total energy (Eh) = -8906.79685
- total charge = -1
- spin multiplicity = 2

***

Question: Which value of calculated total energy does entry 1 give?
Answer: -2523.55921 Eh

***

Question: Number 2 is which compound?
Answer: C34H87O35S10V